# 1
C4H8N4 | ωB97M-V with the def2-TZVPD basis set

Element x y z (Å)
H (0.284, 2.792, 0.362)
N (1.074, 2.110, 0.537)
C (0.923, 0.834, 0.117)
C (1.779, -0.277, 0.447)
C (1.119, -1.357, 0.187)
N (-0.311, -1.160, -0.048)
N (-0.695, -1.719, -1.251)
N (-0.208, 0.307, -0.308)
C (-1.367, 0.938, 0.293)
H (2.803, -0.359, 1.021)
H (1.675, -2.292, 0.478)
H (-1.570, -2.346, -0.894)
H (-0.762, -1.061, -2.069)
H (-1.344, 1.159, 1.519)
H (-1.124, 1.948, -0.124)
H (-2.276, 0.482, -0.267)

Output
Highest occupied orbital energy: -8.7 eV
E_LUMO: 0.025 Ha
Electronic energy: -376.0526 Ha
Relative energy (zero: lowest compared OMol25 entry of this formula, charge and spin): 514.25 kJ/mol
F_max: 6.847 eV Å⁻¹
SMILES: [H]/N=c1/ccn(N)n1C
2S+1: 1

Löwdin population analysis, charges in e, atoms 1 to 6: 0.036, 0.092, -0.460, -0.047, -0.099, -0.146

# 2
C5H7NO | ωB97M-V with the def2-TZVPD basis set

Element x y z (Å)
N (-1.142, 1.154, -1.983)
C (-0.243, 0.592, -1.313)
O (0.958, 1.055, -0.812)
C (1.152, -0.170, -0.052)
C (0.559, -0.052, 1.358)
C (-0.800, -0.588, 0.830)
C (-0.177, -0.731, -0.591)
H (-1.009, 2.159, -2.075)
H (2.143, -0.596, -0.215)
H (0.546, 0.974, 1.733)
H (1.058, -0.697, 2.086)
H (-1.647, 0.104, 0.904)
H (-1.100, -1.541, 1.271)
H (-0.298, -1.663, -1.142)

Output
Highest occupied orbital energy: -9.9 eV
E_LUMO: 0.038 Ha
Electronic energy: -324.6557 Ha
Relative energy (zero: lowest compared OMol25 entry of this formula, charge and spin): 180.51 kJ/mol
F_max: 0.604 eV Å⁻¹
2S+1: 1

Löwdin population analysis, charges in e, atoms 1 to 6: 0.167, -0.426, 0.035, -0.229, -0.103, -0.103

# 3
C33H85N6NaO8 | ωB97M-V with the def2-TZVPD basis set

Element x y z (Å)
Na (2.357, 2.609, -2.763)
C (0.697, 0.203, -0.055)
C (1.568, 1.341, 0.561)
O (2.370, 2.045, -0.329)
H (0.277, -0.464, 0.697)
H (1.218, -0.502, -0.703)
H (-0.102, 0.518, -0.727)
H (2.144, 0.842, 1.340)
H (0.878, 2.068, 0.989)
C (-0.581, 0.533, -3.876)
C (-0.638, 1.879, -4.551)
C (-2.028, 2.463, -4.815)
O (-1.868, 3.731, -5.429)
C (-3.072, 4.311, -5.877)
N (-0.039, 2.765, -3.538)
H (-1.031, 0.465, -2.886)
H (0.394, 0.049, -3.815)
H (-1.118, -0.144, -4.542)
H (0.029, 1.959, -5.410)
H (-2.628, 2.667, -3.929)
H (-2.581, 1.780, -5.461)
H (-3.011, 5.208, -6.493)
H (-3.715, 4.563, -5.034)
H (-3.750, 3.707, -6.481)
H (-0.526, 2.600, -2.669)
H (-0.314, 3.630, -3.981)
C (6.748, -1.582, -0.040)
C (5.384, -1.077, -0.609)
C (4.261, -1.848, 0.065)
O (4.536, -3.298, -0.047)
C (3.665, -4.105, 0.741)
N (5.157, 0.323, -0.360)
H (6.997, -2.496, -0.579)
H (6.866, -1.691, 1.038)
H (7.588, -0.936, -0.297)
H (5.457, -1.240, -1.684)
H (3.303, -1.600, -0.392)
H (4.181, -1.649, 1.134)
H (4.012, -3.909, 1.755)
H (3.776, -5.181, 0.609)
H (2.612, -3.827, 0.684)
H (4.248, 0.465, -0.778)
H (5.626, 0.859, -1.076)
C (-3.234, 1.494, -0.920)
C (-2.843, 2.918, -0.691)
C (-2.660, 3.202, 0.838)
O (-2.362, 4.529, 1.063)
C (-1.955, 4.795, 2.385)
N (-1.564, 3.175, -1.280)
H (-3.047, 1.132, -1.931)
H (-4.275, 1.418, -0.606)
H (-2.644, 0.850, -0.269)
H (-3.613, 3.542, -1.144)
H (-1.839, 2.597, 1.223)
H (-3.523, 2.848, 1.401)
H (-2.872, 4.697, 2.965)
H (-1.634, 5.811, 2.618)
H (-1.202, 4.073, 2.701)
H (-1.348, 4.127, -1.020)
H (-0.817, 2.740, -0.757)
C (2.706, 3.143, 3.889)
C (1.902, 4.191, 3.233)
C (1.237, 5.114, 4.241)
O (0.326, 4.420, 5.045)
C (-0.592, 5.158, 5.753)
N (2.913, 4.813, 2.339)
H (3.022, 2.362, 3.197)
H (2.021, 2.686, 4.602)
H (3.525, 3.535, 4.492)
H (1.132, 3.713, 2.628)
H (0.695, 5.881, 3.688)
H (2.006, 5.581, 4.857)
H (-1.254, 5.674, 5.058)
H (-0.197, 5.980, 6.350)
H (-1.148, 4.530, 6.449)
H (3.489, 5.347, 2.974)
H (2.470, 5.529, 1.782)
C (-0.521, 1.216, 4.408)
C (-0.079, -0.295, 4.635)
C (1.446, -0.460, 4.827)
O (1.886, -1.824, 4.642)
C (1.662, -2.365, 3.315)
N (-0.780, -0.894, 5.791)
H (-0.150, 2.042, 5.014)
H (-1.608, 1.302, 4.391)
H (-0.199, 1.333, 3.373)
H (-0.528, -0.880, 3.832)
H (1.738, -0.103, 5.815)
H (2.168, 0.086, 4.220)
H (2.223, -3.291, 3.189)
H (1.981, -1.754, 2.471)
H (0.580, -2.468, 3.226)
H (-0.525, -1.871, 5.776)
H (-0.427, -0.426, 6.614)
C (-1.682, -2.327, -1.701)
C (-1.946, -3.557, -0.769)
C (-2.996, -3.233, 0.282)
C (-4.452, -3.359, -0.178)
C (-4.657, -4.736, -0.841)
C (-3.635, -5.144, -1.952)
N (-2.288, -4.834, -1.405)
O (-1.271, -5.165, -2.339)
C (-3.786, -6.651, -2.041)
C (-3.942, -4.355, -3.242)
C (-0.613, -3.861, 0.065)
H (-1.364, -1.460, -1.123)
H (-2.556, -2.008, -2.269)
H (-0.941, -2.495, -2.482)
H (-2.866, -3.891, 1.141)
H (-2.850, -2.188, 0.557)
H (-4.708, -2.618, -0.936)
H (-5.078, -3.191, 0.698)
H (-5.648, -4.575, -1.265)
H (-4.681, -5.553, -0.120)
H (-3.518, -7.065, -3.013)
H (-3.228, -7.074, -1.206)
H (-4.818, -6.996, -1.975)
H (-3.235, -4.532, -4.053)
H (-4.903, -4.677, -3.642)
H (-3.978, -3.292, -3.004)
H (-0.516, -3.190, 0.918)
H (0.311, -3.702, -0.491)
H (-0.766, -4.878, 0.426)
H (-1.374, -4.455, -2.976)
C (2.859, -2.452, -3.414)
C (2.999, -1.223, -4.290)
O (2.933, -0.122, -3.439)
H (2.171, -2.308, -2.580)
H (3.792, -2.807, -2.978)
H (2.383, -3.288, -3.927)
H (2.300, -1.051, -5.109)
H (3.948, -1.258, -4.824)
H (3.568, 0.585, -3.576)

Output
Highest occupied orbital energy: -6.7 eV
E_LUMO: -0.025 Ha
Electronic energy: -2400.8034 Ha
Relative energy (zero: lowest compared OMol25 entry of this formula, charge and spin): 0.00 kJ/mol
F_max: 2.568 eV Å⁻¹
2S+1: 1

Löwdin population analysis, charges in e, atoms 1 to 6: 0.577, -0.099, -0.473, -0.377, 0.049, 0.044

# 4
C9H10CrN2 | ωB97M-V with the def2-TZVPD basis set

Element x y z (Å)
C (0.099, -1.536, -2.011)
C (-1.189, -1.399, -1.382)
C (-1.070, -1.797, -0.010)
C (0.290, -2.207, 0.241)
C (1.020, -2.096, -1.025)
Cr (0.584, -0.160, -0.298)
C (-1.249, 1.858, -1.106)
C (-0.872, 2.898, -1.930)
C (0.355, 3.168, -2.378)
N (2.418, -0.326, 0.024)
H (-1.890, -1.917, 0.683)
H (-2.113, -1.179, -1.892)
H (0.688, -2.589, 1.161)
H (2.024, -2.410, -1.208)
H (0.318, -1.390, -3.055)
H (-2.043, 1.285, -1.519)
H (2.500, 0.459, -0.792)
H (-1.387, 1.801, -0.046)
H (0.511, 4.004, -3.117)
H (1.349, 2.744, -2.280)
N (-0.300, 0.429, 2.649)
C (-0.041, 0.360, 1.516)

Output
Highest occupied orbital energy (spin up / spin down): 1.8 / 0.6 eV
E_LUMO (spin up / spin down): 0.222 / 0.217 Ha
Total charge: -2
Electronic energy: -1502.6220 Ha
Relative energy (zero: lowest compared OMol25 entry of this formula, charge and spin): 59.49 kJ/mol
F_max: 3.265 eV Å⁻¹
2S+1: 5

Löwdin population analysis, charges in e, atoms 1 to 6: -0.194, -0.186, -0.197, -0.234, -0.245, 0.309